# 1
The following is a DFT calculation (the ωB97M-V functional and the def2-TZVPD basis) of a structure of composition F2FeH16O10P.

Computed properties:
Maximum force in eV Å⁻¹: 12.264
Multiplicity: 6
HOMO (spin up / spin down) in eV: -17.4651 / -17.4176
Total charge: +2
Calculated total energy in eV: -69823.7338

Atoms and positions in Å:
Fe: -0.613 1.091 0.381
O: -0.783 -0.519 -0.438
P: -0.190 -1.103 -1.872
O: -0.004 0.228 -1.174
F: -1.638 -1.822 -1.860
F: 0.426 -2.284 -1.036
O: -0.565 2.830 -0.937
H: -0.440 3.787 -0.853
H: -0.372 2.724 -1.899
O: 2.652 2.085 -1.621
H: 1.982 1.735 -2.198
H: 2.327 1.993 -0.756
O: 1.365 1.236 0.766
H: 1.827 1.913 1.302
H: 1.997 0.505 0.970
O: 3.367 -0.990 -0.326
H: 4.324 -1.133 -0.276
H: 3.056 -1.266 -1.190
O: 0.104 -2.527 1.419
H: 0.320 -2.396 0.504
H: 0.108 -3.485 1.521
O: -2.626 1.284 0.296
H: -3.509 1.210 0.722
H: -2.860 1.608 -0.574
O: -0.794 -0.080 2.274
H: -0.567 -1.017 2.192
H: -0.740 -0.017 3.226
O: -3.008 -1.688 0.706
H: -2.979 -2.555 0.374
H: -2.165 -1.350 0.356

Forces on atoms 1 to 6 (eV/Å):
-1.061 3.222 5.069
-5.038 -3.475 7.287
-1.824 -9.616 -6.554
6.500 9.677 -3.809
0.016 0.068 -2.009
1.864 -0.344 -1.090

=====

# 2
The following is a DFT calculation (the ωB97M-V functional and the def2-TZVPD basis) of a structure of composition C32H96ClO34V.

Computed properties:
Maximum force in eV Å⁻¹: 3.176
HOMO in eV: -9.8107
Total charge: 0
Calculated total energy in eV: -142561.6519

Atoms and positions in Å:
O: 10.326 -20.142 -7.675
V: 11.036 -19.536 -6.431
O: 11.920 -20.680 -5.858
Cl: 9.143 -19.397 -5.068
C: 10.412 -23.820 -8.569
C: 11.791 -23.201 -8.659
O: 12.556 -23.997 -9.638
O: 10.578 -25.234 -8.428
H: 9.921 -23.673 -9.515
H: 9.851 -23.463 -7.705
H: 12.305 -23.153 -7.681
H: 11.644 -22.181 -9.033
H: 11.990 -24.784 -9.788
H: 9.741 -25.658 -8.583
C: 9.046 -16.094 -1.845
C: 7.891 -16.423 -2.799
O: 8.288 -16.484 -4.104
O: 9.993 -17.102 -1.881
H: 8.615 -16.038 -0.798
H: 9.524 -15.168 -2.168
H: 7.137 -15.580 -2.734
H: 7.410 -17.427 -2.597
H: 8.639 -17.396 -4.219
H: 9.663 -17.976 -1.698
C: 5.727 -22.997 -6.006
C: 6.590 -22.427 -4.910
O: 7.933 -22.863 -5.138
O: 6.153 -24.370 -6.236
H: 5.863 -22.361 -6.862
H: 4.654 -23.025 -5.798
H: 6.342 -22.818 -3.932
H: 6.541 -21.363 -4.876
H: 8.664 -22.354 -4.758
H: 7.133 -24.319 -6.065
C: 6.544 -16.090 -7.313
C: 7.152 -16.760 -8.543
O: 8.155 -17.599 -8.169
O: 7.605 -15.428 -6.578
H: 6.083 -16.906 -6.672
H: 5.722 -15.352 -7.558
H: 7.575 -16.067 -9.230
H: 6.362 -17.244 -9.089
H: 8.750 -17.827 -8.921
H: 7.496 -15.712 -5.638
C: 15.648 -26.378 -3.760
C: 15.416 -25.403 -2.635
O: 16.016 -24.193 -2.941
O: 14.967 -26.115 -4.959
H: 15.490 -27.386 -3.397
H: 16.639 -26.260 -4.101
H: 15.871 -25.738 -1.669
H: 14.326 -25.268 -2.425
H: 15.390 -23.446 -2.927
H: 14.020 -25.894 -4.814
C: 11.147 -23.893 -4.479
C: 11.160 -24.667 -3.173
O: 11.746 -23.929 -2.076
O: 10.585 -22.613 -4.227
H: 10.678 -24.631 -5.173
H: 12.158 -23.725 -4.892
H: 11.700 -25.651 -3.217
H: 10.112 -24.895 -2.884
H: 11.423 -23.023 -2.214
H: 10.881 -21.896 -4.816
C: 5.620 -26.055 -8.990
C: 6.813 -27.004 -9.036
O: 6.412 -28.320 -9.333
O: 4.797 -26.382 -7.872
H: 4.980 -26.050 -9.862
H: 6.074 -25.033 -8.877
H: 7.344 -27.065 -8.064
H: 7.543 -26.672 -9.825
H: 5.751 -28.605 -8.721
H: 5.041 -25.760 -7.168
C: 11.675 -15.187 -9.808
C: 12.327 -14.349 -10.970
O: 13.255 -15.213 -11.609
O: 12.646 -16.118 -9.216
H: 10.834 -15.783 -10.207
H: 11.245 -14.649 -8.956
H: 12.887 -13.520 -10.575
H: 11.619 -13.909 -11.671
H: 12.840 -15.951 -12.095
H: 13.376 -16.160 -9.902
C: 10.718 -19.299 -10.742
C: 11.223 -18.670 -12.064
O: 12.270 -17.775 -11.784
O: 10.231 -18.284 -9.885
H: 11.479 -19.847 -10.211
H: 10.004 -20.019 -11.008
H: 10.418 -18.036 -12.379
H: 11.531 -19.464 -12.689
H: 12.959 -18.134 -11.244
H: 10.958 -17.687 -9.592
C: 7.175 -22.733 -9.882
C: 7.806 -21.566 -9.184
O: 7.396 -20.347 -9.845
O: 7.375 -22.706 -11.311
H: 6.116 -22.671 -9.732
H: 7.528 -23.660 -9.463
H: 8.949 -21.497 -9.267
H: 7.541 -21.580 -8.168
H: 6.508 -20.183 -9.554
H: 7.332 -21.741 -11.501
C: 11.685 -16.744 -4.747
C: 11.225 -16.239 -6.113
O: 10.645 -17.286 -6.903
O: 12.158 -18.067 -4.884
H: 10.788 -16.778 -4.079
H: 12.469 -16.150 -4.311
H: 12.080 -15.911 -6.717
H: 10.490 -15.442 -6.039
H: 9.655 -17.291 -6.953
H: 13.043 -18.368 -4.607
C: 14.405 -22.314 -11.388
C: 13.498 -23.238 -12.194
O: 12.169 -22.677 -12.140
O: 14.125 -20.947 -11.623
H: 15.445 -22.528 -11.573
H: 14.241 -22.580 -10.332
H: 13.546 -24.249 -11.779
H: 13.825 -23.416 -13.269
H: 11.852 -22.877 -11.267
H: 13.419 -20.837 -12.317
C: 14.880 -19.062 -8.821
C: 13.758 -19.812 -8.147
O: 12.758 -18.934 -7.556
O: 14.606 -18.604 -10.155
H: 15.685 -19.797 -8.777
H: 15.088 -18.213 -8.178
H: 14.115 -20.427 -7.297
H: 13.326 -20.634 -8.831
H: 12.554 -18.227 -8.240
H: 14.447 -19.466 -10.526
C: 10.358 -20.343 -1.162
C: 11.609 -20.005 -1.916
O: 12.322 -18.821 -1.607
O: 9.204 -19.688 -1.584
H: 10.446 -20.098 -0.144
H: 10.229 -21.410 -1.315
H: 11.513 -20.106 -2.969
H: 12.298 -20.764 -1.514
H: 11.892 -17.956 -1.730
H: 9.250 -19.820 -2.570
C: 16.054 -23.938 -6.932
C: 15.554 -22.755 -7.667
O: 16.549 -21.728 -7.713
O: 16.659 -23.434 -5.736
H: 16.841 -24.431 -7.534
H: 15.345 -24.752 -6.655
H: 14.657 -22.235 -7.177
H: 15.328 -23.042 -8.662
H: 17.093 -21.886 -6.912
H: 16.473 -23.944 -4.974
C: 15.108 -20.601 -4.535
C: 15.309 -19.078 -4.510
O: 14.352 -18.371 -3.703
O: 14.990 -21.124 -3.226
H: 16.015 -21.048 -5.001
H: 14.208 -20.802 -5.101
H: 15.196 -18.674 -5.497
H: 16.270 -18.925 -4.048
H: 14.354 -18.671 -2.798
H: 14.033 -21.051 -2.970

Forces on atoms 1 to 6 (eV/Å):
-0.528 -0.521 -0.877
-0.227 3.064 -0.297
1.225 -2.233 1.352
0.076 -0.218 0.362
0.345 -0.673 0.526
0.184 -0.723 -0.435